{
  "formula": "C15H16Br2F6O6S",
  "method": "ωB97M-V with the def2-TZVPD basis set",
  "lumo_ev": 0.05,
  "orbital_gap_ev": 9.7,
  "smiles": "C/C(Br)=C(\\Br)[C@@]1(C(F)(F)C(F)(F)F)C[C@H](CC(=O)F)[C@@H](CCCC(=O)O)OS1(=O)=O",
  "symbols": ["C", "C", "Br", "C", "Br", "C", "C", "F", "F", "C", "F", "F", "F", "C", "C", "C", "C", "O", "F", "C", "C", "C", "C", "C", "O", "O", "O", "S", "O", "O", "H", "H", "H", "H", "H", "H", "H", "H", "H", "H", "H", "H", "H", "H", "H", "H"],
  "coordinates": [[-4.776, 1.122, -3.022], [-3.419, 0.649, -2.569], [-2.669, -0.610, -3.749], [-2.813, 1.052, -1.451], [-3.840, 2.313, -0.448], [-1.445, 0.646, -0.869], [-0.292, 1.261, -1.724], [0.865, 1.238, -1.003], [-0.050, 0.602, -2.860], [-0.465, 2.750, -2.166], [-1.329, 2.858, -3.180], [0.720, 3.215, -2.566], [-0.896, 3.523, -1.153], [-1.324, 1.142, 0.609], [-0.157, 0.657, 1.506], [0.897, 1.759, 1.810], [2.300, 1.559, 1.295], [3.087, 0.744, 1.612], [2.643, 2.497, 0.383], [0.409, -0.693, 1.084], [1.017, -1.473, 2.241], [1.861, -2.677, 1.825], [2.908, -2.378, 0.729], [4.206, -3.100, 1.022], [4.288, -4.282, 1.124], [5.298, -2.326, 1.234], [-0.748, -1.475, 0.673], [-1.382, -1.219, -0.749], [-2.731, -1.650, -0.624], [-0.484, -1.758, -1.713], [-4.989, 0.750, -4.021], [-4.827, 2.212, -3.033], [-5.540, 0.733, -2.344], [-1.325, 2.228, 0.595], [-2.250, 0.816, 1.081], [-0.629, 0.438, 2.469], [0.555, 2.724, 1.436], [0.996, 1.861, 2.894], [1.092, -0.637, 0.237], [0.160, -1.842, 2.818], [1.568, -0.799, 2.901], [2.367, -3.086, 2.703], [1.195, -3.467, 1.473], [3.074, -1.306, 0.609], [2.556, -2.764, -0.233], [5.132, -1.425, 0.928]],
  "forces_ev_per_angstrom": [[0.08, -0.15, -0.10], [-0.15, 0.09, -0.12], [0.04, -0.03, -0.06], [0.06, -0.13, -0.03], [-0.05, 0.08, 0.10], [0.04, 0.41, 0.15], [-0.06, -0.09, 0.00], [-0.12, -0.06, -0.05], [0.02, -0.09, -0.15], [-0.08, 0.19, -0.02], [0.25, 0.01, 0.29], [-0.30, -0.08, 0.03], [0.14, -0.08, -0.23], [0.09, -0.22, -0.06], [0.07, -0.01, 0.17], [0.04, 0.24, -0.03], [-0.53, 0.53, -0.30], [0.50, -0.48, 0.17], [0.05, 0.01, 0.18], [0.05, -0.26, 0.03], [-0.25, -0.14, 0.11], [-0.01, -0.07, -0.12], [0.01, -0.04, -0.24], [-0.07, 0.55, 0.03], [0.02, -0.64, 0.13], [0.08, 0.07, -0.27], [-0.25, 0.24, 0.16], [0.25, -0.09, -0.05], [-0.02, -0.14, -0.03], [0.05, 0.02, -0.04], [0.03, 0.02, 0.05], [-0.03, -0.07, 0.06], [0.02, 0.13, 0.01], [-0.15, -0.09, 0.08], [0.05, 0.08, -0.02], [-0.04, 0.12, -0.08], [-0.06, -0.10, 0.03], [0.08, -0.06, -0.08], [-0.03, 0.09, 0.03], [0.11, 0.09, 0.08], [0.10, 0.00, -0.22], [-0.09, 0.08, 0.02], [0.08, 0.03, 0.00], [0.02, -0.13, 0.10], [0.00, 0.09, 0.06], [-0.06, 0.02, 0.22]]
}

{
  "formula": "C5H10N2O",
  "method": "ωB97M-V with the def2-TZVPD basis set",
  "lumo_ev": 0.70,
  "e_above_lowest_kcal_mol": 98.9,
  "orbital_gap_ev": 8.4,
  "smiles": "C=C(N)OC.C=C=N",
  "symbols": ["C", "C", "N", "O", "C", "H", "H", "H", "H", "H", "H", "H", "C", "C", "N", "H", "H", "H"],
  "coordinates": [[0.557, 0.821, 1.273], [0.525, -0.242, 0.428], [0.806, -1.537, 0.884], [0.866, -0.093, -0.962], [1.639, 0.998, -1.413], [0.276, 0.675, 2.301], [0.599, 1.836, 0.926], [1.176, -2.159, 0.180], [1.210, -1.603, 1.806], [0.961, 1.709, -1.892], [2.355, 0.601, -2.133], [2.251, 1.537, -0.685], [-2.488, 0.471, -0.407], [-1.950, -0.661, 0.067], [-2.011, -1.881, 0.220], [-2.871, 1.205, 0.282], [-2.743, 0.645, -1.437], [-1.157, -2.320, 0.563]],
  "forces_ev_per_angstrom": [[-1.06, -0.91, -0.70], [4.38, 2.13, -0.43], [-1.00, -0.31, -0.54], [-0.82, -1.34, 2.25], [-0.10, 0.46, -0.32], [0.25, -0.11, 0.31], [-0.20, 0.12, -0.24], [0.07, 0.18, 0.19], [-0.01, 0.06, -0.33], [0.23, 0.12, -0.09], [-0.25, -0.03, -0.22], [-0.38, -0.32, 0.49], [0.27, -0.51, 1.07], [-3.12, 0.18, -2.14], [0.78, 0.42, 1.08], [0.24, 0.14, 0.25], [0.59, -0.25, -0.31], [0.13, -0.02, -0.30]]
}

{
  "formula": "C39H66N4O4",
  "method": "ωB97M-V with the def2-TZVPD basis set",
  "lumo_ev": 0.65,
  "orbital_gap_ev": 9.0,
  "smiles": "COCCCCCCCCCCCC[C@H]1C[C@@](COc2cc(C)ccc2C(C)C)(N(C)C(C)=O)NC1=O.CCCC#N.CCCC#N",
  "symbols": ["C", "O", "C", "C", "C", "C", "C", "C", "C", "C", "C", "C", "C", "C", "C", "C", "C", "C", "O", "C", "C", "C", "C", "C", "C", "C", "C", "C", "C", "N", "C", "C", "C", "O", "N", "C", "O", "H", "H", "H", "H", "H", "H", "H", "H", "H", "H", "H", "H", "H", "H", "H", "H", "H", "H", "H", "H", "H", "H", "H", "H", "H", "H", "H", "H", "H", "H", "H", "H", "H", "H", "H", "H", "H", "H", "H", "H", "H", "H", "H", "H", "H", "H", "H", "H", "H", "H", "H", "H", "C", "C", "C", "C", "N", "H", "H", "H", "H", "H", "H", "H", "C", "C", "C", "C", "N", "H", "H", "H", "H", "H", "H", "H"],
  "coordinates": [[12.317, 1.205, 1.428], [11.996, 0.841, 0.101], [11.318, 1.845, -0.627], [10.637, 1.225, -1.843], [9.273, 1.878, -2.101], [8.185, 1.156, -1.267], [7.657, -0.055, -2.033], [6.944, -1.076, -1.129], [5.678, -1.644, -1.751], [4.909, -2.555, -0.781], [3.485, -2.837, -1.304], [2.479, -1.880, -0.687], [1.016, -2.138, -1.136], [0.213, -2.836, -0.033], [-1.302, -2.624, -0.025], [-1.887, -1.321, -0.541], [-3.394, -1.623, -0.792], [-4.268, -1.191, 0.424], [-5.313, -0.278, 0.148], [-5.096, 1.047, 0.412], [-3.848, 1.608, 0.667], [-3.673, 2.973, 0.922], [-2.312, 3.544, 1.192], [-4.798, 3.792, 0.905], [-6.058, 3.238, 0.659], [-6.243, 1.876, 0.404], [-7.615, 1.275, 0.130], [-8.728, 2.320, 0.162], [-7.677, 0.524, -1.212], [-3.786, -1.145, -2.121], [-3.616, 0.294, -2.376], [-4.987, -1.690, -2.579], [-5.237, -1.511, -4.054], [-5.777, -2.273, -1.881], [-3.383, -3.080, -0.911], [-2.095, -3.625, -0.862], [-1.745, -4.652, -1.349], [11.885, 2.165, 1.705], [11.907, 0.458, 2.108], [13.396, 1.223, 1.578], [12.028, 2.601, -0.974], [10.548, 2.312, -0.009], [10.463, 0.174, -1.617], [11.283, 1.260, -2.716], [9.298, 2.933, -1.838], [9.003, 1.753, -3.146], [7.373, 1.835, -1.023], [8.672, 0.788, -0.364], [7.001, 0.281, -2.834], [8.519, -0.547, -2.480], [6.702, -0.610, -0.175], [7.622, -1.905, -0.928], [5.000, -0.836, -2.036], [5.933, -2.183, -2.664], [5.473, -3.482, -0.690], [4.875, -2.040, 0.177], [3.242, -3.867, -1.046], [3.513, -2.731, -2.386], [2.566, -1.931, 0.396], [2.771, -0.865, -0.967], [0.592, -1.178, -1.409], [1.089, -2.785, -2.005], [0.347, -3.909, -0.174], [0.613, -2.623, 0.954], [-1.626, -2.912, 0.975], [-1.464, -1.167, -1.529], [-1.654, -0.531, 0.165], [-4.754, -2.096, 0.782], [-3.648, -0.856, 1.251], [-2.970, 0.976, 0.671], [-1.739, 3.744, 0.289], [-2.439, 4.501, 1.695], [-1.728, 2.928, 1.871], [-4.679, 4.852, 1.077], [-6.892, 3.919, 0.648], [-7.803, 0.595, 0.962], [-8.815, 2.838, 1.114], [-9.677, 1.882, -0.128], [-8.508, 3.083, -0.588], [-7.638, -0.545, -1.030], [-8.629, 0.702, -1.703], [-6.840, 0.744, -1.865], [-3.223, 0.452, -3.379], [-2.915, 0.738, -1.683], [-4.563, 0.828, -2.328], [-6.213, -1.919, -4.282], [-5.292, -0.444, -4.263], [-4.448, -1.970, -4.637], [-4.100, -3.593, -0.422], [0.607, 6.139, 1.405], [0.586, 6.436, 2.899], [1.781, 5.826, 3.641], [1.791, 4.369, 3.506], [1.800, 3.232, 3.389], [0.544, 5.067, 1.213], [-0.243, 6.610, 0.911], [1.519, 6.517, 0.939], [-0.341, 6.056, 3.332], [0.591, 7.517, 3.055], [1.739, 6.072, 4.702], [2.718, 6.218, 3.243], [-6.404, -4.339, 3.308], [-6.136, -5.599, 2.494], [-4.809, -6.277, 2.861], [-3.679, -5.381, 2.618], [-2.814, -4.660, 2.425], [-5.643, -3.578, 3.127], [-7.368, -3.908, 3.037], [-6.421, -4.557, 4.377], [-6.135, -5.352, 1.431], [-6.945, -6.314, 2.653], [-4.664, -7.179, 2.266], [-4.803, -6.563, 3.913]],
  "forces_ev_per_angstrom": [[-0.07, -0.30, 0.05], [-0.08, 0.04, 0.11], [0.03, -0.37, -0.45], [-0.23, 0.08, 0.13], [-0.26, -0.58, 0.32], [0.63, -0.02, -0.67], [0.17, -0.15, 0.62], [-0.10, 0.19, -0.56], [-0.21, -0.02, 0.57], [0.13, 0.21, -1.08], [0.75, -0.04, 0.81], [-0.21, 0.05, -0.52], [0.91, 0.06, 0.81], [-0.27, -0.18, -0.58], [0.67, -0.99, -0.67], [-0.03, -0.43, 0.02], [0.59, -0.60, 0.64], [-0.41, -0.66, -0.23], [0.43, 0.37, 0.18], [-0.34, 0.78, 0.13], [0.08, -0.07, 0.08], [-0.53, -0.17, -0.20], [-0.16, 0.36, 0.34], [0.16, -0.70, -0.07], [0.50, -0.22, -0.15], [0.15, 0.20, -0.04], [-0.02, 0.46, 0.12], [0.44, 0.39, -0.34], [-0.12, -0.69, 0.57], [-0.32, 0.50, 0.89], [-0.05, -0.22, -0.89], [-0.05, 0.29, -0.63], [-0.31, 0.50, 0.36], [-0.06, -0.50, 0.43], [-0.21, -0.18, 0.00], [-0.15, 1.36, 0.88], [0.16, -1.01, -0.13], [0.05, 0.19, -0.02], [-0.04, -0.10, 0.04], [0.13, 0.16, -0.08], [0.01, 0.29, 0.20], [0.03, 0.11, 0.21], [0.11, -0.17, -0.02], [0.10, 0.06, -0.08], [0.07, 0.20, -0.23], [0.00, 0.36, -0.22], [-0.14, 0.02, 0.25], [-0.22, 0.16, 0.38], [-0.07, 0.00, -0.15], [0.01, -0.04, -0.33], [-0.07, 0.03, 0.16], [0.09, -0.03, 0.23], [0.07, 0.23, -0.11], [-0.06, -0.10, -0.13], [0.02, -0.11, 0.32], [-0.05, -0.19, 0.29], [-0.32, -0.11, -0.16], [-0.25, -0.15, -0.21], [-0.06, -0.01, 0.17], [0.03, 0.11, 0.02], [-0.23, 0.02, -0.16], [-0.42, 0.10, -0.34], [0.03, -0.17, 0.16], [0.08, 0.33, 0.09], [-0.31, 0.43, 0.23], [0.30, 0.51, 0.07], [-0.21, 0.46, -0.28], [-0.27, 0.02, -0.01], [0.15, 0.23, 0.04], [0.03, 0.02, 0.02], [0.06, -0.18, -0.14], [0.06, 0.16, 0.01], [0.13, -0.23, -0.10], [-0.12, 0.12, 0.06], [-0.23, -0.06, 0.01], [-0.02, -0.34, -0.11], [-0.12, -0.11, 0.18], [-0.18, -0.16, 0.21], [-0.08, 0.09, -0.09], [0.15, -0.19, -0.08], [0.01, 0.25, -0.26], [-0.01, 0.28, -0.19], [0.14, -0.03, -0.09], [0.04, -0.06, 0.21], [-0.03, 0.16, 0.28], [-0.04, -0.27, -0.11], [0.19, 0.09, -0.26], [0.10, -0.01, -0.14], [-0.22, -0.14, -0.50], [-0.07, 0.01, 0.00], [-0.05, 0.03, -0.18], [-0.23, 0.03, -0.03], [0.17, 0.52, 0.12], [-0.06, -0.56, -0.08], [0.05, -0.01, 0.02], [0.01, 0.01, -0.02], [0.01, -0.01, 0.00], [0.02, 0.00, 0.06], [0.05, -0.01, 0.08], [0.05, -0.01, 0.02], [0.02, -0.02, 0.00], [-0.02, -0.01, -0.04], [-0.09, 0.17, 0.07], [-0.16, 0.04, -0.12], [-0.34, -0.39, 0.14], [0.41, 0.44, -0.15], [0.03, -0.02, 0.02], [-0.01, 0.00, 0.01], [0.01, 0.01, 0.01], [0.02, -0.07, -0.02], [0.05, -0.07, -0.02], [0.05, -0.02, 0.03], [0.02, 0.00, 0.01]]
}

{
  "formula": "C4H3GdLiO",
  "method": "ωB97M-V with the def2-TZVPD basis set",
  "lumo_ev": [-16.47, -13.53],
  "total_charge": 3,
  "e_above_lowest_kcal_mol": 79.7,
  "orbital_gap_ev": [5.3, 9.1],
  "s_squared": 16.40,
  "multiplicity": 8,
  "symbols": ["C", "C", "H", "Li", "O", "C", "C", "Gd", "H", "H"],
  "coordinates": [[-0.197, -1.979, -0.357], [0.696, -2.807, -0.220], [1.429, -3.564, 0.021], [-1.426, 0.246, 1.793], [0.394, 0.983, -1.184], [-0.766, 0.674, -0.933], [-1.464, -0.396, -0.524], [2.310, -0.299, -1.083], [-2.146, 0.718, -1.135], [-2.373, -0.985, -0.432]],
  "forces_ev_per_angstrom": [[-0.24, 1.88, -0.31], [0.36, 0.67, 0.00], [-0.35, -0.26, -0.06], [-0.36, 0.05, 0.62], [0.45, 0.95, -0.28], [-3.57, -3.61, 1.26], [3.29, -1.41, 0.28], [-0.73, -0.38, -0.29], [1.68, 1.48, -1.20], [-0.54, 0.63, -0.01]]
}